C5H11NO2 | ωB97M-V with the def2-TZVPD basis set

Summary:
spin multiplicity = 3
relative energy (zero: lowest compared OMol25 entry of this formula, charge and spin) = 0.00 kJ/mol
energy = -10943.79938 eV
F_max = 0.08885 Eh/bohr

```
19
C5H11NO2, DFT ωB97M-V with the def2-TZVPD basis set
C 0.78 0.99 2.31
C -1.52 0.82 -0.75
C 0.95 0.93 -1.28
C 0.01 -1.23 -0.23
C -0.17 0.28 -0.42
N 1.17 -0.14 2.80
O 0.89 2.13 2.54
O -0.24 -1.88 1.03
H -2.19 0.41 -0.02
H -1.91 0.43 -1.63
H -1.37 1.87 -0.72
H 0.86 0.70 -2.30
H 0.91 1.93 -0.95
H 1.86 0.58 -1.07
H 1.05 -1.63 -0.49
H -0.55 -1.60 -1.14
H 0.66 -0.95 2.47
H 2.03 -0.28 3.45
H -1.05 -1.52 1.27
```

---

C3HCl2NO | ωB97M-V with the def2-TZVPD basis set

Summary:
relative energy (zero: lowest compared OMol25 entry of this formula, charge and spin) = 106.68 kJ/mol
SMILES string = N#CC(Cl)=C=O.Cl
energy = -31707.30012 eV
F_max = 0.06475 Eh/bohr

```
8
C3HCl2NO, DFT ωB97M-V with the def2-TZVPD basis set
C -0.65 1.46 0.06
C -0.28 -0.43 1.23
C -0.85 0.04 0.12
N -0.53 2.60 -0.05
O 0.29 -0.55 2.23
Cl -1.91 -0.73 -1.07
Cl 2.19 -0.77 -0.73
H 1.73 -1.61 -1.79
```

---

C4H5N2PS2 | ωB97M-V with the def2-TZVPD basis set

Summary:
relative energy (zero: lowest compared OMol25 entry of this formula, charge and spin) = 34.36 kJ/mol
energy = -38166.14702 eV
F_max = 0.05502 Eh/bohr

```
14
C4H5N2PS2, DFT ωB97M-V with the def2-TZVPD basis set
C -1.42 0.01 -1.01
C -0.23 -0.40 -0.48
C -1.80 1.07 -0.14
C -1.49 1.81 2.97
N 0.14 0.45 0.55
N -0.88 1.28 0.76
P 1.64 0.50 1.42
S -2.97 2.06 2.61
S -0.14 1.44 3.66
H -2.06 -0.60 -1.55
H 0.48 -1.25 -0.61
H -2.62 1.76 -0.34
H 2.29 -0.24 0.35
H 1.49 -0.80 2.13
```